Entry from the Open Molecules 2025 dataset: C4H8O3 in the gas phase (ωB97M-V/def2-TZVPD).

Output
Net charge: 0
Frontier orbital gap: 10.520 eV
Energy relative to the best compared isomer or geometry (same formula, charge and spin): 1.4878 eV
HOMO level: -9.88 eV
DFT total energy: -10419.5157 eV
SMILES: C[C@@H](O)[C@@H](O)C=O
E_LUMO: 0.6 eV

Last column: natural (NBO) charge in e.
Atoms and positions in Å:
C -0.22792 -1.76071 0.27600  -0.628
C -0.45819 -0.50433 -0.54424  0.082
O -1.72475 0.02296 -0.19833  -0.720
C 0.61005 0.55588 -0.31536  -0.033
O 0.28490 1.64671 -1.16417  -0.716
C 0.63303 1.08084 1.11887  0.417
O 1.44587 1.90978 1.46115  -0.519
H -1.02565 -2.47867 0.06676  0.230
H 0.73467 -2.21730 0.01970  0.215
H -0.24389 -1.54706 1.35067  0.210
H -0.42865 -0.76770 -1.61316  0.173
H -1.82137 0.84448 -0.70204  0.484
H 1.60824 0.15644 -0.55759  0.183
H 0.87622 2.37395 -0.92397  0.488
H -0.15582 0.73077 1.81014  0.133

Cartesian forces, eV/Å:
0.011 -0.025 0.039
0.260 -0.194 -0.029
-0.089 0.212 -0.152
0.026 -0.219 0.082
0.205 0.176 0.001
0.245 0.318 0.161
-0.368 -0.362 -0.182
0.135 0.085 0.036
-0.162 0.061 0.048
0.011 -0.029 -0.165
-0.043 0.079 0.120
-0.081 -0.109 0.112
-0.154 0.036 0.063
-0.129 -0.015 -0.097
0.134 -0.015 -0.036